{"formula": "C64H191N15O24", "method": "the ωB97M-V functional and the def2-TZVPD basis", "total_charge": 0, "orbital_gap_ha": 0.3297, "max_force_ev_per_a": 4.00, "e_homo_ev": -8.78, "lumo_energy_ev": 0.2, "species": ["O", "H", "H", "O", "H", "H", "O", "H", "H", "O", "H", "H", "O", "H", "H", "O", "H", "H", "O", "H", "H", "C", "C", "C", "O", "C", "N", "H", "H", "H", "H", "H", "H", "H", "H", "H", "H", "H", "C", "C", "C", "O", "C", "N", "H", "H", "H", "H", "H", "H", "H", "H", "H", "H", "H", "C", "C", "C", "O", "C", "N", "H", "H", "H", "H", "H", "H", "H", "H", "H", "H", "H", "C", "C", "C", "O", "C", "N", "H", "H", "H", "H", "H", "H", "H", "H", "H", "H", "H", "C", "C", "C", "O", "C", "N", "H", "H", "H", "H", "H", "H", "H", "H", "H", "H", "H", "C", "C", "C", "O", "C", "N", "H", "H", "H", "H", "H", "H", "H", "H", "H", "H", "H", "C", "C", "C", "O", "C", "N", "H", "H", "H", "H", "H", "H", "H", "H", "H", "H", "H", "C", "C", "C", "O", "C", "N", "H", "H", "H", "H", "H", "H", "H", "H", "H", "H", "H", "C", "C", "C", "O", "C", "N", "H", "H", "H", "H", "H", "H", "H", "H", "H", "H", "H", "C", "C", "C", "O", "C", "N", "H", "H", "H", "H", "H", "H", "H", "H", "H", "H", "H", "C", "C", "C", "O", "C", "N", "H", "H", "H", "H", "H", "H", "H", "H", "H", "H", "H", "C", "C", "C", "O", "C", "N", "H", "H", "H", "H", "H", "H", "H", "H", "H", "H", "H", "C", "C", "C", "O", "C", "N", "H", "H", "H", "H", "H", "H", "H", "H", "H", "H", "H", "C", "C", "C", "O", "C", "N", "H", "H", "H", "H", "H", "H", "H", "H", "H", "H", "H", "C", "C", "C", "O", "C", "N", "H", "H", "H", "H", "H", "H", "H", "H", "H", "H", "H", "C", "C", "O", "H", "H", "H", "H", "H", "H", "C", "C", "O", "H", "H", "H", "H", "H", "H"], "positions_angstrom": [[-1.9757, -1.4760, 6.4577], [-2.8015, -1.1698, 6.0828], [-1.3826, -0.7294, 6.3740], [4.9323, 0.7269, 0.2901], [4.7556, 1.2608, -0.4845], [5.2634, -0.1005, -0.0591], [-2.6394, -1.9213, 3.1003], [-3.5871, -1.9020, 3.2328], [-2.3801, -2.8080, 3.3509], [2.8186, 2.2771, -0.1675], [2.0168, 1.8371, 0.1148], [3.5151, 1.8499, 0.3313], [6.0867, 0.1048, -3.8073], [5.4000, 0.7714, -3.8227], [5.6292, -0.7155, -3.9918], [3.5362, 0.8549, -2.6107], [3.0386, 1.2824, -1.9136], [3.1175, 1.1492, -3.4196], [-0.9315, -2.7583, -1.2057], [-0.3394, -3.1890, -0.5890], [-1.7599, -2.6853, -0.7318], [-4.3887, -5.2444, -2.1364], [-4.8914, -4.0994, -1.2528], [-6.3769, -4.2499, -0.8871], [-7.1747, -4.4611, -2.0733], [-8.3760, -5.1143, -1.8481], [-4.0492, -4.2843, -0.0878], [-4.8385, -5.2520, -3.1292], [-4.6041, -6.2248, -1.7115], [-3.3367, -5.0420, -2.3372], [-4.8781, -3.1744, -1.8294], [-6.6409, -3.2948, -0.4329], [-6.5510, -4.9217, -0.0466], [-8.3979, -5.9477, -1.1459], [-8.9064, -5.4464, -2.7405], [-9.0802, -4.4132, -1.4002], [-4.2327, -5.2175, 0.2520], [-4.3360, -3.6807, 0.6696], [2.0767, -2.0932, 2.3362], [1.2656, -1.9025, 1.0770], [1.5677, -0.5924, 0.3001], [1.2073, 0.6838, 0.9473], [-0.1630, 1.0097, 1.0490], [1.4301, -3.0690, 0.2147], [1.8157, -1.3132, 3.0515], [3.1156, -1.9724, 2.0292], [1.8594, -3.0378, 2.8347], [0.2352, -1.8078, 1.4194], [1.0727, -0.6741, -0.6675], [2.6252, -0.6285, 0.0385], [-0.5426, 1.3183, 0.0750], [-0.3210, 1.8969, 1.6622], [-0.7886, 0.2449, 1.5092], [2.4049, -3.2290, 0.0044], [1.2932, -3.7692, 0.9296], [6.8926, -4.7751, -0.2514], [6.7395, -5.4247, -1.6208], [8.1144, -5.4740, -2.4167], [8.7267, -4.1776, -2.6936], [8.0759, -3.2416, -3.5238], [6.3006, -6.8027, -1.3897], [7.1932, -3.7282, -0.2928], [7.5270, -5.3601, 0.4146], [5.8617, -4.8763, 0.0878], [5.8964, -5.1328, -2.2470], [7.8865, -5.8963, -3.3954], [8.8824, -6.0631, -1.9155], [8.7427, -2.4372, -3.8343], [7.2075, -2.8297, -3.0097], [7.6539, -3.6884, -4.4240], [5.3686, -6.8484, -1.0033], [6.4126, -7.1645, -2.3260], [9.4043, -0.8979, 1.5304], [9.0205, 0.1371, 2.5969], [8.4252, 1.3800, 2.0406], [7.8843, 2.2126, 3.0677], [7.8316, 3.6095, 2.8522], [8.0833, -0.5290, 3.4564], [10.2783, -0.4876, 1.0246], [8.6200, -1.1265, 0.8088], [9.5629, -1.8676, 2.0022], [9.9256, 0.5287, 3.0611], [7.6345, 1.0298, 1.3771], [9.1653, 1.8910, 1.4248], [7.3855, 4.0556, 3.7411], [7.3156, 3.9208, 1.9439], [8.8649, 3.9518, 2.9084], [7.2199, -0.8012, 3.0085], [7.9617, 0.1086, 4.2302], [-3.7813, 4.6303, 2.3572], [-4.6457, 5.5093, 1.3751], [-6.1011, 5.6799, 1.7909], [-6.7368, 4.3771, 1.9368], [-8.1768, 4.4436, 1.7438], [-4.0573, 6.8474, 1.3676], [-4.2299, 3.6373, 2.3292], [-3.7181, 4.9270, 3.4041], [-2.7743, 4.5571, 1.9465], [-4.5455, 5.0509, 0.3912], [-6.7547, 6.4278, 1.3418], [-6.1848, 6.0372, 2.8172], [-8.6078, 3.4906, 2.0505], [-8.5544, 4.7384, 0.7647], [-8.5624, 5.2091, 2.4171], [-3.1205, 6.7136, 1.0147], [-4.3445, 7.2601, 0.4917], [-5.7152, -3.5786, 3.7044], [-5.7898, -2.1555, 3.1476], [-7.1522, -1.7017, 2.5333], [-8.2256, -1.9499, 3.4700], [-9.5781, -1.5061, 3.0789], [-5.2487, -1.2942, 4.1594], [-6.0816, -4.2566, 2.9336], [-6.3024, -3.6227, 4.6216], [-4.6408, -3.6564, 3.8714], [-5.0502, -2.1967, 2.3480], [-7.3844, -2.2806, 1.6394], [-7.0228, -0.6522, 2.2688], [-9.5184, -0.4404, 2.8579], [-10.2754, -1.5428, 3.9158], [-10.0093, -1.9586, 2.1860], [-5.7064, -1.3699, 5.0565], [-5.5345, -0.3365, 4.0136], [-8.7685, -1.3002, -2.1666], [-7.8028, -1.3378, -3.3732], [-6.3012, -0.9487, -3.0464], [-5.3944, -1.1224, -4.1450], [-4.0489, -0.8267, -3.7442], [-7.9031, -2.6635, -3.9613], [-8.7553, -2.2779, -1.6849], [-9.8174, -1.0790, -2.3640], [-8.4273, -0.5686, -1.4342], [-8.1834, -0.7404, -4.2017], [-5.8901, -1.3994, -2.1431], [-6.3279, 0.1180, -2.8236], [-3.3978, -1.3246, -4.4627], [-3.7103, -1.2348, -2.7918], [-3.7284, 0.2151, -3.7524], [-7.5994, -3.3570, -3.2928], [-7.1315, -2.5435, -4.6019], [-0.0014, 5.1328, 6.8731], [-0.6979, 5.4894, 5.5500], [0.2416, 5.4246, 4.2917], [1.3802, 6.3324, 4.4406], [2.3054, 6.1859, 3.4494], [-1.8005, 4.5678, 5.4124], [0.8103, 5.7688, 7.2263], [0.3815, 4.1168, 6.7775], [-0.7536, 4.9671, 7.6443], [-1.0054, 6.5254, 5.6921], [-0.2795, 5.7750, 3.4007], [0.5718, 4.4178, 4.0358], [3.0415, 5.3914, 3.5720], [2.9601, 7.0061, 3.7439], [1.9605, 6.3980, 2.4374], [-2.3673, 4.7395, 6.2306], [-2.3993, 4.8711, 4.6578], [0.6294, -4.7714, 4.7718], [-0.5880, -4.7710, 3.8345], [-0.5267, -5.7160, 2.5552], [0.6655, -5.4319, 1.8483], [0.5511, -6.1305, 0.6098], [-1.8034, -4.9548, 4.6587], [1.6459, -4.5460, 4.4495], [0.8620, -5.6353, 5.3945], [0.4579, -4.0532, 5.5736], [-0.6480, -3.7163, 3.5660], [-1.4813, -5.5142, 2.0692], [-0.4623, -6.7036, 3.0120], [1.4453, -6.0477, -0.0080], [-0.2044, -5.6744, -0.0300], [0.4655, -7.1941, 0.8324], [-1.6336, -4.5910, 5.5855], [-2.0460, -5.9289, 4.7700], [0.5532, 4.8038, 0.0561], [-0.3224, 6.1060, 0.2484], [0.1562, 7.2589, -0.5994], [1.4388, 7.5490, -0.1832], [1.5934, 8.7436, 0.5294], [-1.6571, 5.7676, -0.1333], [1.5536, 4.8565, 0.4858], [0.6615, 4.5134, -0.9889], [0.3226, 3.9342, 0.6716], [-0.1876, 6.4158, 1.2847], [-0.4796, 8.1052, -0.3396], [0.2350, 6.9831, -1.6510], [0.9606, 8.9102, 1.4011], [1.3674, 9.5511, -0.1669], [2.6307, 8.7407, 0.8645], [-1.8559, 4.8926, 0.3303], [-1.6139, 5.6684, -1.1375], [0.1834, 1.0916, -2.9266], [0.4914, 1.5968, -4.3396], [-0.7149, 1.3642, -5.2891], [-0.5057, 1.9830, -6.5684], [-1.4301, 1.5472, -7.5517], [0.8296, 3.0389, -4.3231], [-0.0422, 0.0255, -2.8997], [-0.6237, 1.6696, -2.4766], [0.9737, 1.1594, -2.1790], [1.3800, 1.0333, -4.6240], [-1.5432, 1.9192, -4.8486], [-0.9357, 0.2971, -5.3142], [-1.2521, 0.5437, -7.9381], [-1.3918, 2.1966, -8.4264], [-2.4313, 1.7028, -7.1498], [1.7143, 3.1875, -3.8590], [0.8609, 3.4570, -5.2420], [2.9750, -2.5974, -3.7052], [3.9171, -3.0904, -4.7414], [3.2811, -4.2925, -5.6058], [4.2676, -5.0213, -6.3504], [5.2163, -5.7216, -5.5797], [4.2561, -1.9251, -5.6005], [2.2971, -1.8592, -4.1337], [3.3811, -2.0606, -2.8478], [2.1595, -3.2579, -3.4106], [4.8364, -3.3134, -4.1999], [2.5901, -3.8570, -6.3275], [2.7216, -4.9651, -4.9556], [5.8567, -6.3155, -6.2317], [4.6386, -6.4488, -5.0091], [5.8032, -5.1129, -4.8917], [4.3106, -2.2015, -6.5705], [3.4415, -1.3353, -5.5075], [6.8788, -8.2148, 2.0713], [5.5198, -8.8288, 1.7715], [4.3066, -7.7889, 1.9228], [4.1170, -7.4803, 3.3324], [3.2621, -6.3514, 3.5544], [5.5483, -9.4615, 0.4409], [6.8583, -7.6946, 3.0290], [7.2195, -7.4436, 1.3804], [7.5031, -9.0976, 2.2087], [5.3366, -9.6702, 2.4397], [3.3667, -8.1666, 1.5204], [4.5767, -6.8890, 1.3703], [3.6924, -5.3650, 3.3814], [2.8463, -6.3523, 4.5619], [2.4422, -6.2804, 2.8397], [5.9890, -10.3671, 0.5171], [6.0118, -8.9200, -0.2748], [-3.5251, 0.6489, -0.0689], [-3.6497, 2.0141, -0.8835], [-4.9942, 2.8162, -0.7193], [-6.0884, 2.0180, -1.1557], [-7.3063, 2.7176, -1.3139], [-2.4786, 2.8437, -0.6323], [-3.5253, 0.8471, 1.0029], [-2.5895, 0.1021, -0.1859], [-4.2636, -0.1505, -0.1287], [-3.5724, 1.7172, -1.9294], [-4.9458, 3.7583, -1.2655], [-5.1425, 3.0359, 0.3380], [-7.9163, 2.0809, -1.9549], [-7.2000, 3.5909, -1.9574], [-7.7655, 2.9280, -0.3480], [-1.6218, 2.5255, -1.0622], [-2.6295, 3.8062, -0.8983], [3.9537, 5.9673, -1.7490], [3.0028, 5.5435, -2.8357], [3.2560, 6.1530, -4.2405], [2.6573, 7.4420, -4.2833], [1.2764, 7.4569, -4.5820], [3.0328, 4.0797, -2.8229], [3.6124, 5.7323, -0.7409], [3.7034, 7.0276, -1.7150], [5.0375, 5.9224, -1.6420], [1.9968, 5.8290, -2.5282], [3.0059, 5.6090, -5.1513], [4.3304, 6.2081, -4.4158], [0.8048, 8.2018, -3.9410], [0.7033, 6.5518, -4.3809], [1.0220, 7.6378, -5.6263], [2.9763, 3.8926, -1.8320], [3.9870, 3.7786, -2.9609], [1.0783, -0.4264, 6.1680], [0.5035, 0.7192, 5.4184], [-0.6731, 1.1480, 6.0469], [2.1133, -0.6209, 5.8870], [0.5567, -1.3629, 5.9706], [1.1127, -0.3679, 7.2559], [0.3490, 0.5484, 4.3530], [1.1704, 1.5766, 5.3272], [-0.8126, 1.9806, 5.5898], [-2.9259, 6.5338, -2.8726], [-2.1871, 5.4503, -3.7024], [-1.2903, 4.8271, -2.7936], [-3.7432, 6.2007, -2.2329], [-3.4218, 7.2814, -3.4915], [-2.2253, 7.0817, -2.2423], [-1.6162, 5.9673, -4.4737], [-2.7491, 4.6885, -4.2426], [-0.5589, 4.3497, -3.1920]], "forces_ev_per_angstrom": [[0.0, -0.7, 0.3], [-0.2, 0.1, -0.3], [0.0, 0.5, 0.0], [0.3, -0.1, 0.5], [0.4, -0.1, -0.7], [0.1, -0.2, -0.1], [0.6, 0.1, -0.7], [-0.1, 0.4, 0.6], [0.1, -0.4, 0.3], [0.7, 1.3, -1.3], [-0.5, -0.5, 0.6], [-0.2, -0.1, 0.7], [0.6, 0.1, 0.1], [-0.2, 0.1, 0.2], [-0.2, -0.3, -0.4], [0.4, -0.5, -0.3], [-0.3, 0.5, 0.7], [-0.2, 0.1, -0.2], [-0.6, 0.3, -0.5], [0.8, -0.1, 0.1], [-0.4, -0.1, 0.1], [-0.5, 0.7, -1.5], [-0.9, -2.4, -0.7], [-0.1, 0.9, -0.4], [1.6, -1.2, 1.2], [-2.1, 0.2, 0.8], [0.1, 1.4, 0.7], [-0.3, 0.1, 0.0], [0.3, 0.0, 0.3], [0.2, -0.5, 0.4], [1.0, 0.3, 0.5], [-0.4, 0.5, -0.1], [-0.1, -0.9, -0.5], [0.8, -0.3, 0.0], [0.7, 0.1, -0.4], [-0.3, 0.3, 0.2], [0.2, -0.3, 0.0], [0.1, 0.4, 0.3], [0.1, 1.1, 0.1], [-0.3, 1.4, 0.4], [-0.7, -0.4, 0.0], [0.8, -1.7, 0.3], [-0.6, 0.1, -0.3], [-0.4, -0.2, 0.4], [0.2, 0.2, 0.1], [0.3, -0.3, 0.5], [0.2, -0.1, -0.3], [-0.4, -0.4, -0.4], [-0.5, 0.1, 0.0], [0.3, 0.8, 0.4], [-0.2, -0.5, -0.1], [0.6, 0.0, 0.2], [0.1, -0.3, -0.2], [0.5, 0.5, -0.4], [-0.3, -0.9, -0.2], [-1.1, 0.2, -0.8], [1.6, -0.5, 0.3], [-1.3, 1.8, -0.8], [0.3, -0.8, 0.8], [-1.0, -0.6, 0.2], [1.8, -0.6, 0.0], [0.0, -0.1, 0.1], [0.1, 0.1, -0.3], [0.0, 0.5, 0.9], [0.5, 1.9, -0.1], [0.1, -0.5, -0.2], [-0.2, 0.1, 0.2], [0.2, -0.2, 0.4], [0.0, 0.4, 0.2], [0.2, -0.3, -0.3], [-0.2, -0.1, -0.5], [-0.9, -1.1, 0.1], [0.3, 0.7, 0.0], [-0.2, -1.0, -0.9], [-0.9, 0.8, -1.1], [-0.1, -0.7, 0.0], [1.0, -0.4, 0.7], [1.0, 0.1, 1.8], [0.1, -0.6, -0.4], [-0.2, 0.5, -0.2], [0.6, 0.3, 0.2], [0.1, -0.9, 1.0], [-0.5, 0.4, -0.3], [0.1, 0.4, 0.0], [-0.5, -0.2, -0.2], [0.0, -0.1, -0.1], [0.2, 0.5, -0.7], [0.0, 0.4, -0.1], [-1.0, -0.3, 0.2], [-1.2, -0.3, -1.1], [0.7, 0.5, 1.3], [-0.7, -1.3, 2.1], [-1.3, 0.2, -1.7], [0.9, 0.4, 1.2], [0.1, 0.4, -0.7], [0.2, -0.2, 0.2], [-0.4, 0.5, -0.3], [-0.1, 0.0, 0.2], [-0.3, -0.1, 0.0], [0.3, -0.3, -1.3], [0.9, 0.4, 0.4], [0.2, 0.0, -0.2], [0.6, -0.2, -0.4], [-0.2, 0.1, 0.3], [1.0, -0.3, 0.6], [-1.0, 0.7, -0.1], [-0.3, 1.1, -0.5], [-1.3, -0.7, -0.3], [-0.2, -0.9, 0.9], [-0.9, 0.3, -0.3], [1.6, 1.0, 0.1], [-0.3, 1.6, 0.9], [0.1, -0.3, 0.3], [0.1, -0.4, 0.0], [-0.1, -0.9, 0.4], [-0.3, 0.5, -0.7], [0.2, 0.0, -0.3], [-0.4, 0.3, 0.0], [0.1, 0.2, -0.2], [0.4, -0.7, 0.1], [0.3, -0.6, 0.1], [-0.1, -1.2, 0.3], [0.5, 0.6, -0.9], [0.9, 0.4, 0.3], [-0.2, -0.7, 0.2], [-1.2, 1.4, -0.1], [0.2, -0.1, 1.0], [0.5, -0.7, -0.9], [0.5, 0.4, -0.7], [0.1, 0.0, 0.1], [0.2, 0.0, -0.5], [0.0, 0.1, 0.2], [0.3, 0.9, 0.3], [-0.2, -0.5, 0.1], [0.1, 0.3, 0.2], [-0.1, 0.0, -0.3], [-0.6, -0.2, 0.4], [-0.7, 0.4, 0.0], [0.1, 0.2, -0.1], [0.1, -1.1, -0.9], [0.1, -1.2, -0.4], [2.0, 0.6, 0.1], [0.2, 1.1, 0.6], [-2.8, -1.7, 1.3], [2.3, 1.9, 0.2], [-0.4, 0.0, -0.2], [-0.3, 0.2, -0.3], [0.4, -0.1, -0.2], [-0.1, 0.6, 0.2], [-0.2, 0.3, -0.5], [-0.5, 0.0, -0.1], [0.2, -0.3, 0.5], [-0.7, -1.1, -0.4], [0.4, 0.5, -0.8], [-0.2, -0.5, -0.2], [-0.3, -0.4, 0.3], [0.0, -0.1, -0.3], [1.0, -0.2, 1.1], [0.8, 0.2, 0.6], [0.2, 1.8, 3.6], [-1.1, -0.1, -0.7], [0.9, 0.0, -0.4], [-0.2, -0.4, -1.0], [-0.3, 0.4, -1.0], [-0.8, -0.9, -0.4], [-0.3, 0.5, -0.2], [0.1, 0.0, -0.9], [0.2, -0.3, -0.8], [-0.2, -0.5, -0.5], [0.5, 0.3, 0.5], [-0.6, -0.4, 0.2], [-0.6, -0.1, -0.3], [-0.1, 0.2, 0.1], [0.1, -0.2, 0.0], [1.2, 0.7, 0.8], [1.5, -2.1, -0.4], [0.0, -0.4, 0.9], [1.5, -0.1, 0.6], [0.4, 0.3, -0.5], [-0.7, 0.9, 0.9], [0.5, 0.9, -0.5], [-0.2, -0.1, -0.1], [-1.4, -0.1, -0.2], [-0.5, 0.1, 0.2], [-0.5, 0.2, -0.8], [-0.6, 0.2, -0.2], [-0.3, -0.6, 0.2], [0.3, 0.5, 0.1], [0.0, 0.4, -0.1], [-0.2, -0.2, -0.5], [-0.2, -0.7, 0.1], [-0.4, 0.1, 0.4], [0.1, 0.8, -0.1], [0.8, 0.9, 0.4], [0.7, -0.9, 0.1], [-0.3, 0.8, 0.1], [-1.2, -0.5, 0.3], [-0.4, -0.1, -0.3], [-0.4, -0.1, -0.2], [0.5, 0.4, -0.5], [0.0, -0.4, -0.8], [-0.4, -0.2, 0.3], [-0.1, -0.1, -0.4], [-0.1, -0.3, 0.5], [0.4, 0.3, 0.1], [-0.3, -0.6, 0.0], [0.3, 0.4, 0.3], [0.0, -0.3, -0.3], [-2.3, 0.8, 0.6], [-0.1, -0.4, -1.2], [1.8, 0.7, 1.0], [-0.2, 1.0, -0.4], [-0.9, -0.7, 0.2], [-0.2, -0.4, 0.4], [0.1, 0.6, -0.4], [0.3, -0.4, 0.0], [0.6, -0.8, 0.6], [0.1, -0.9, -0.3], [0.1, 0.0, -0.1], [0.0, -0.2, 0.2], [0.0, 0.4, -0.2], [0.2, -0.3, 0.6], [0.1, 0.2, -0.1], [0.3, -0.1, -0.2], [0.1, 0.4, -0.5], [-0.6, 0.0, 1.4], [-1.0, 0.9, -0.8], [1.1, -0.7, 0.9], [0.0, 0.5, -0.8], [-0.2, -0.2, -0.7], [-0.9, 0.0, 0.1], [-0.1, -0.1, 0.3], [0.0, -0.6, -0.5], [0.7, 0.5, -0.4], [-0.1, 0.3, 0.4], [0.0, -0.3, -0.1], [0.1, 0.3, -0.1], [1.0, 0.1, 0.2], [0.3, -0.4, -0.1], [-0.3, -0.7, 0.1], [0.0, 0.1, -0.2], [0.3, 0.2, 0.2], [-0.1, 0.8, 0.9], [-0.1, -1.6, -0.7], [0.7, -1.4, 0.7], [0.7, 0.1, -0.3], [0.3, -0.6, -0.7], [-0.5, 0.5, 1.3], [0.0, 0.5, 0.2], [0.3, 0.4, -0.6], [-0.6, 0.5, -0.8], [-0.6, -0.1, -0.4], [0.1, 0.1, -0.3], [0.0, 0.2, 0.1], [-0.4, -0.3, 0.5], [0.3, 0.6, 0.4], [-0.1, 0.2, -0.2], [-0.3, 0.0, -0.2], [0.0, -0.2, -0.4], [-0.8, 3.3, 1.4], [0.9, -1.7, -0.8], [0.2, 0.2, 0.4], [0.2, -0.1, -0.3], [-0.6, 0.0, 0.3], [0.0, -0.7, -0.1], [-0.5, -0.8, -0.1], [0.6, 0.7, 0.2], [0.1, -0.7, -1.3], [0.0, 0.1, 0.0], [-1.0, -0.7, 0.4], [0.3, 0.8, 0.4], [0.1, 0.3, -0.2], [0.5, -0.6, 0.5], [0.5, 0.4, -0.3], [-0.6, -0.7, 0.4], [0.4, 0.0, -0.5], [0.9, -1.4, 0.1], [0.8, 0.7, -0.4], [-0.4, 0.3, -0.2], [0.1, 0.1, -0.3], [-0.2, 0.0, -0.2], [-0.3, 0.7, 0.0], [-0.4, -0.9, -0.2], [0.6, 0.1, 0.7], [-1.0, 0.5, 0.4], [-0.6, -0.1, -0.8], [0.7, 0.7, 0.4], [-0.3, 0.2, 0.6], [0.2, -0.6, 0.2], [0.2, 0.0, -0.4], [0.1, -0.1, -0.2], [0.1, 0.2, -0.1], [-0.7, 0.1, 0.3], [0.4, -0.5, -0.9]]}